(1)
A cluster of 2 separate species, CH2Br2NO in total in a non-equilibrium geometry, computed with ωB97M-V with the def2-TZVPD basis set.

Each line ends with the Mulliken charge.
Atoms and positions in Å:
C1 -0.26076 0.23166 -0.28210  -0.205
N1 0.55511 -0.83575 -0.44434  0.184
O1 0.25415 -1.97062 -0.13180  -0.649
Br1 0.51992 1.96039 -0.75582  -0.212
Br2 -1.19802 0.90758 2.27878  -0.794
H1 -1.34424 0.19043 -0.05678  0.483
H2 1.47384 -0.48370 -0.60794  0.193

Atoms 1-3, force components in eV/Å:
C 0.9176 -0.9663 -1.2914
N -2.9458 6.1845 0.7388
O -0.1993 -3.6405 0.2951

Computed properties:
Maximum force, eV/A: 6.9
LUMO level (spin up / spin down), eV: 3.16 / 3.16
Net charge: -1
HOMO energy (spin up / spin down), eV: -3.64 / -3.64

---

(2)
A cluster of 10 separate species, C6H34N2O9 in total in a non-equilibrium geometry, computed with ωB97M-V with the def2-TZVPD basis set.

Each line ends with the Mulliken charge.
Atoms and positions in Å:
C1 -0.46072 -3.28015 1.67554  -1.547
C2 0.90995 -3.18608 1.17657  0.316
C3 0.89191 -3.26971 -0.35274  -1.081
N1 0.63250 -1.93029 -1.11183  -0.393
C4 -0.87086 -1.93297 -1.35067  -0.828
C5 -1.30525 -0.52527 -1.47552  -0.633
C6 -1.39909 0.06615 -0.00428  -0.073
N2 -0.90075 1.47994 -0.01454  -0.015
H1 -1.25190 -2.75047 1.33666  0.474
H2 -0.56078 -3.13084 2.70384  0.417
H3 -0.89409 -4.33756 1.62313  0.306
H4 1.59004 -3.97000 1.51712  0.451
H5 1.61701 -2.28101 1.67452  -0.015
H6 0.32840 -4.11161 -0.82594  0.436
H7 1.92776 -3.50948 -0.64278  0.340
H8 0.96971 -1.23532 -0.43778  0.511
H9 -1.22513 -2.33256 -0.43904  0.310
H10 -1.15578 -2.47878 -2.38470  0.253
H11 -0.67078 0.07744 -2.18190  0.221
H12 -2.29947 -0.38597 -1.79012  0.407
H13 -2.45905 -0.06300 0.35203  0.050
H14 -0.74524 -0.56487 0.57224  0.108
H15 -1.71203 2.00235 -0.12633  0.500
H16 -0.35406 1.51357 -0.88270  -0.245
O1 -2.09165 2.66606 -3.37677  -0.664
H17 -1.71833 2.14134 -2.54798  0.273
H18 -1.53234 2.12425 -4.00356  0.361
O2 2.66086 -0.44134 -2.87599  -0.692
H19 2.14261 -1.00219 -2.29019  0.394
H20 2.26731 -0.60641 -3.62619  0.241
O3 0.64651 0.86803 3.56552  -0.691
H21 1.35242 1.42751 3.22214  0.369
H22 1.06348 -0.01648 3.68254  0.307
O4 2.78768 1.71455 -0.79473  -0.697
H23 2.21674 2.55572 -0.97094  0.337
H24 2.66746 1.19054 -1.58739  0.336
O5 1.87097 0.24443 1.23089  -0.567
H25 1.06134 0.47487 1.71932  0.149
H26 2.05499 0.75774 0.48206  0.355
O6 0.51724 2.82176 -2.26873  -0.571
H27 0.73940 2.53235 -3.10258  0.254
H28 0.16721 3.70225 -2.43391  0.293
O7 1.95065 3.41904 1.57962  -0.674
H29 1.59117 2.66886 1.05137  0.336
H30 2.73927 3.80831 1.10410  0.340
O8 -3.99158 0.27970 2.21549  -0.614
H31 -3.23832 0.64883 1.88941  0.271
H32 -3.68523 -0.32021 2.87255  0.314
O9 -1.95201 2.10108 2.33751  -0.687
H33 -1.59870 2.91166 1.83175  0.299
H34 -1.29147 1.46427 2.48394  0.358

Atoms 1-3, force components in eV/Å:
C -0.3175 -4.0530 2.1911
C 2.5295 1.8186 -0.1404
C 2.7702 1.2500 -1.6846

Computed properties:
Maximum force, eV/A: 7.4
LUMO level, eV: -0.19
Structure (SMILES): CCCNCCCN.O.O.O.O.O.O.O.O.O
HOMO energy, eV: -9.36

---

(3)
The molecule C24H27NO3, computed with ωB97M-V with the def2-TZVPD basis set.

Each line ends with the Mulliken charge.
Atoms and positions in Å:
C1 1.41574 -4.13501 5.57493  -0.803
C2 0.86081 -2.94199 5.48825  -0.212
C3 0.72001 -2.16714 4.21445  -0.324
O1 -0.58706 -1.62795 4.17555  -0.435
C4 -0.95210 -0.87425 3.10367  0.882
C5 -2.26218 -0.39163 3.11889  -0.774
C6 -2.74030 0.37247 2.07651  -0.504
C7 -1.93169 0.67697 0.98478  -0.078
C8 -2.46334 1.43863 -0.20312  -1.537
N1 -3.21596 0.63386 -1.16666  0.260
C9 -4.52123 0.22816 -0.68239  -1.253
C10 -2.46388 -0.47175 -1.75193  -0.767
C11 -2.15179 -0.16512 -3.23163  -0.065
O2 -3.28439 0.35079 -3.87666  -0.663
C12 -0.97817 0.82385 -3.36361  -1.039
O3 0.12870 0.28267 -2.68052  -0.260
C13 1.21389 1.07127 -2.44941  0.616
C14 1.39229 2.33407 -2.95942  -0.606
C15 2.53859 3.07480 -2.63407  -0.742
C16 3.49347 2.56778 -1.80164  -0.982
C17 3.34846 1.27245 -1.26071  0.825
C18 4.30804 0.71329 -0.39149  -0.817
C19 4.14497 -0.54274 0.12269  -0.639
C20 3.01768 -1.30415 -0.21780  -0.572
C21 2.06931 -0.79355 -1.06071  -0.273
C22 2.20476 0.50430 -1.59282  0.660
C23 -0.62265 0.21741 0.99203  -0.446
C24 -0.12825 -0.55109 2.03226  -0.218
H1 1.51047 -4.64915 6.51543  0.272
H2 1.80759 -4.64454 4.70973  0.243
H3 0.46174 -2.44171 6.35889  0.293
H4 0.89790 -2.81521 3.34559  0.324
H5 1.46136 -1.35121 4.20105  0.306
H6 -2.88561 -0.63115 3.96607  0.426
H7 -3.75200 0.74885 2.11899  0.478
H8 -1.62419 1.89305 -0.73618  0.239
H9 -3.12879 2.24058 0.12932  0.711
H10 -4.47327 -0.50634 0.13313  0.393
H11 -5.05866 1.10835 -0.32965  0.341
H12 -5.08328 -0.20854 -1.50778  0.371
H13 -1.52842 -0.65880 -1.22080  0.364
H14 -3.05983 -1.38681 -1.71054  0.414
H15 -1.88197 -1.09209 -3.74807  0.496
H16 -3.68853 0.96736 -3.24570  0.422
H17 -0.74929 0.97185 -4.42722  0.458
H18 -1.27371 1.78919 -2.93230  0.425
H19 0.66213 2.77362 -3.62047  0.417
H20 2.64972 4.06342 -3.05478  0.402
H21 4.36935 3.14576 -1.54696  0.386
H22 5.17903 1.30117 -0.13887  0.395
H23 4.88566 -0.95892 0.79041  0.411
H24 2.90638 -2.30004 0.18659  0.481
H25 1.20230 -1.37452 -1.33568  0.366
H26 0.04197 0.47107 0.17919  0.506
H27 0.89770 -0.88223 1.98830  0.426

Atoms 1-3, force components in eV/Å:
C 0.0546 -0.0512 0.0259
C -0.2280 0.2098 -0.2490
C 0.3848 -0.0061 -0.0745

Computed properties:
Maximum force, eV/A: 0.7
LUMO level, eV: 0.63
Structure (SMILES): C=CCOc1ccc(CN(C)C[C@@H](O)COc2cccc3ccccc23)cc1
HOMO energy, eV: -8.02